Entry 1:
13
Properties=species:S:1:pos:R:3 method="wB97M-V/def2-TZVPD" e_above_lowest_ev=4.087 energy_ev=-8806.44149 homo_energy_ev=-7.98
C 2.16 0.22 -0.21
O 0.86 -0.41 -0.30
C -0.09 0.07 0.48
O 0.16 0.95 1.40
C -1.50 -0.14 0.35
N -2.15 -0.58 -0.86
H 2.71 -0.09 -1.11
H 2.68 -0.13 0.69
H 2.05 1.31 -0.17
H -1.08 1.08 1.23
H -1.95 -0.57 1.25
H -1.75 -0.12 -1.67
H -2.06 -1.58 -1.01



Entry 2:
13
Properties=species:S:1:pos:R:3 method="wB97M-V/def2-TZVPD" e_above_lowest_ev=1.674 energy_ev=-8808.85438 smiles=N[C@@]1(O)CCO1 homo_energy_ev=-9.78
N -1.56 -0.92 -0.32
C -0.27 -0.37 -0.39
O 0.21 -0.60 -1.68
C -0.13 1.05 0.18
C 1.16 0.53 0.82
O 0.82 -0.83 0.50
H -2.05 -0.81 0.55
H -1.65 -1.85 -0.72
H -0.91 1.26 0.91
H -0.07 1.84 -0.57
H 2.07 0.89 0.33
H 1.26 0.67 1.90
H 1.12 -0.87 -1.51



Entry 3:
13
Properties=species:S:1:pos:R:3 method="wB97M-V/def2-TZVPD" e_above_lowest_ev=1.647 energy_ev=-8808.88210 smiles="[H]/N=C/OCCO" homo_energy_ev=-9.84
O 0.22 0.70 1.73
C 1.02 0.96 0.62
C 0.99 -0.08 -0.50
O -0.17 -0.17 -1.36
C -1.31 -0.66 -0.89
N -1.59 -0.78 0.34
H -0.56 0.20 1.41
H 0.86 1.96 0.20
H 2.07 0.92 0.96
H 1.79 0.16 -1.21
H 1.17 -1.08 -0.07
H -1.96 -0.95 -1.72
H -2.52 -1.17 0.49



Entry 4:
13
Properties=species:S:1:pos:R:3 method="wB97M-V/def2-TZVPD" e_above_lowest_ev=2.621 energy_ev=-8807.90758 smiles="CCC(=O)NO" homo_energy_ev=-9.77
C 0.78 0.93 1.22
C -0.20 -0.18 0.79
C 0.14 -1.04 -0.40
H 1.80 0.47 1.17
H 0.90 1.83 0.51
H 0.53 1.28 2.28
H -0.19 -0.94 1.60
H -1.20 0.16 0.69
H -0.27 -1.22 -2.48
H -1.75 0.82 -1.65
N -0.57 -0.71 -1.60
O 0.80 -2.04 -0.35
O -0.78 0.64 -1.79



Entry 5:
13
Properties=species:S:1:pos:R:3 method="wB97M-V/def2-TZVPD" e_above_lowest_ev=0.710 energy_ev=-8809.81889 smiles="NCCC(=O)O" homo_energy_ev=-9.61
C -0.04 -1.05 -0.25
C 0.32 0.33 0.37
C -0.92 1.20 0.51
O -0.61 2.51 0.37
O -2.03 0.79 0.72
N 1.25 -1.63 -0.61
H -0.76 -0.84 -1.05
H -0.43 -1.69 0.53
H 1.09 0.80 -0.22
H 0.59 0.12 1.40
H -1.36 3.09 0.53
H 1.69 -1.07 -1.32
H 1.22 -2.56 -0.99



Entry 6:
13
Properties=species:S:1:pos:R:3 method="wB97M-V/def2-TZVPD" e_above_lowest_ev=2.133 energy_ev=-8808.39627 smiles="O=C=CCO.N" homo_energy_ev=-9.02
N -1.58 -1.22 -0.35
C -0.17 1.19 -1.38
O -0.74 1.14 -2.40
C 0.50 1.33 -0.25
C 1.30 0.24 0.39
O 0.59 -0.33 1.49
H -0.95 -1.40 0.42
H -2.18 -2.04 -0.47
H -2.18 -0.47 -0.04
H 0.41 2.31 0.22
H 1.55 -0.53 -0.35
H 2.24 0.68 0.75
H 1.20 -0.91 1.96



Entry 7:
13
Properties=species:S:1:pos:R:3 method="wB97M-V/def2-TZVPD" e_above_lowest_ev=6.441 energy_ev=-8804.08773 homo_energy_ev="-8.01 / -8.01"
C 2.05 0.15 -0.11
N 0.65 -0.36 -0.29
C -0.20 0.08 0.65
O -0.06 0.83 1.63
C -1.69 -0.11 0.57
O -2.50 0.40 -0.30
H 2.37 0.66 -1.01
H 2.13 0.87 0.73
H 2.79 -0.65 0.09
H -0.04 -0.74 -1.26
H -2.16 0.01 1.56
H -1.28 -1.64 -1.10
H -2.05 0.49 -1.16



Entry 8:
13
Properties=species:S:1:pos:R:3 method="wB97M-V/def2-TZVPD" e_above_lowest_ev=0.961 energy_ev=-8809.56776 smiles="C[C@@H](O)C(N)=O" homo_energy_ev=-9.70
C 1.21 -0.52 -1.02
C 0.32 0.52 -0.33
O -0.61 1.13 -1.20
C -0.22 0.04 1.04
O 0.64 -0.12 1.89
N -1.55 0.00 1.42
H 1.89 -0.98 -0.29
H 1.81 -0.05 -1.80
H 0.62 -1.31 -1.49
H 0.99 1.33 -0.02
H -1.17 0.44 -1.57
H -2.32 -0.45 0.95
H -1.61 -0.05 2.43